Record 1
Here is C23H23AsPTi as an isolated structure from the OMol25 dataset. Energies are from ωB97M-V with the def2-TZVPD basis set.

Computed properties:
Total charge: -1
Orbital gap (spin up / spin down): 3.3470 / 6.2835 eV
2S+1: 3
LUMO (spin up / spin down): 2.9 / 2.8 eV
Expectation value of S²: 2.015
HOMO level (spin up / spin down): -0.5 / -3.4 eV

Last column: natural (NBO) charge in e.
Positions of all 49 atoms, in Å:
C1 -0.858 -1.694 -3.400  -0.54
C2 -0.961 -0.849 -4.529  -0.36
C3 -1.615 0.397 -4.476  -0.31
C4 -2.012 0.988 -3.271  -0.31
C5 -1.783 0.397 -2.026  -0.56
Ti1 -0.030 -0.105 -2.701  0.05
P1 1.891 -1.900 -2.146  0.12
H1 -0.681 -2.761 -3.480  0.17
H2 -0.521 -1.136 -5.496  0.19
H3 -1.818 0.943 -5.401  0.20
H4 -2.197 0.869 -1.142  0.17
H5 -2.479 1.976 -3.345  0.19
H6 3.180 -1.650 -1.583  -0.01
H7 2.288 -2.736 -3.247  0.01
H8 1.583 -2.901 -1.173  -0.05
C6 3.851 -0.917 2.818  -0.23
C7 2.744 -1.774 2.780  -0.22
C8 1.693 -1.515 1.892  -0.25
C9 1.725 -0.367 1.089  -0.24
C10 2.853 0.461 1.088  -0.26
C11 3.916 0.189 1.955  -0.20
As1 0.263 0.067 -0.151  1.01
C12 -1.149 -0.971 0.758  -0.34
C13 -1.915 -1.904 0.048  -0.22
C14 -2.779 -2.755 0.739  -0.21
C15 -2.928 -2.625 2.125  -0.22
C16 -2.255 -1.609 2.814  -0.26
C17 -1.353 -0.776 2.128  -0.17
C18 -0.018 1.952 0.368  -0.21
C19 -1.049 2.330 1.232  -0.26
C20 -1.236 3.688 1.533  -0.21
C21 -0.408 4.657 0.956  -0.23
C22 0.635 4.269 0.104  -0.21
C23 0.837 2.916 -0.188  -0.26
H9 4.684 -1.123 3.494  0.20
H10 2.714 -2.659 3.429  0.21
H11 0.867 -2.222 1.796  0.22
H12 2.910 1.296 0.387  0.22
H13 4.805 0.829 1.941  0.21
H14 -1.854 -1.933 -1.045  0.28
H15 -3.355 -3.514 0.198  0.21
H16 -3.602 -3.306 2.654  0.20
H17 -2.441 -1.450 3.878  0.20
H18 -0.833 0.014 2.677  0.21
H19 -1.697 1.581 1.683  0.22
H20 -2.021 3.988 2.230  0.20
H21 -0.558 5.713 1.177  0.20
H22 1.305 5.019 -0.327  0.21
H23 1.660 2.615 -0.843  0.22



Record 2
Here is a 2-piece molecular cluster, C6H16NO3 overall from the OMol25 dataset. Energies are from ωB97M-V with the def2-TZVPD basis set.

Computed properties:
Total charge: +1
Orbital gap: 8.0536 eV
ΔE to the lowest compared entry with this formula, charge and spin: 821.50 kJ/mol
LUMO: -5.5 eV
HOMO level: -13.6 eV

Last column: natural (NBO) charge in e.
Positions of all 26 atoms, in Å:
C1 -2.123 0.767 1.379  -0.75
C2 0.128 1.871 1.674  -0.80
C3 0.999 1.056 -2.393  -0.27
C4 -0.995 -1.675 -1.997  -0.27
C5 1.621 -1.818 0.846  -0.27
C6 -0.728 0.798 1.851  0.36
N1 0.282 -0.346 -0.359  0.36
O1 0.675 0.775 -1.019  -0.42
O2 -0.933 -0.910 -0.756  -0.40
O3 1.287 -1.350 -0.414  -0.39
H1 -2.358 1.348 0.585  0.25
H2 -2.440 -0.264 1.105  0.30
H3 -2.867 0.888 2.194  0.31
H4 1.022 1.809 2.213  0.26
H5 -0.239 2.774 1.931  0.30
H6 0.427 2.082 0.524  0.35
H7 1.291 2.189 -2.239  0.23
H8 0.087 0.870 -2.994  0.20
H9 1.897 0.420 -2.580  0.21
H10 -1.258 -1.184 -2.842  0.18
H11 -1.679 -2.373 -1.614  0.22
H12 0.014 -1.967 -2.235  0.20
H13 1.952 -2.814 0.641  0.22
H14 0.812 -1.650 1.498  0.18
H15 2.642 -1.563 1.200  0.19
H16 -0.495 0.001 2.645  0.23



Record 3
Here is C32H35CrN6O4 as an isolated structure from the OMol25 dataset. Energies are from ωB97M-V with the def2-TZVPD basis set.

Computed properties:
Orbital gap (spin up / spin down): 6.7863 / 6.5699 eV
2S+1: 2
LUMO (spin up / spin down): 0.0 / 0.0 eV
Expectation value of S²: 0.762
HOMO level (spin up / spin down): -6.8 / -6.6 eV

Last column: Mulliken charge in e.
Positions of all 78 atoms, in Å:
Cr1 -0.283 -1.417 0.451  -1.30
O1 0.314 -0.668 2.149  0.08
C1 0.732 -1.280 3.221  0.51
C2 1.079 -0.516 4.359  -1.01
C3 1.485 -1.111 5.527  -0.60
C4 1.587 -2.508 5.626  -0.84
C5 1.288 -3.269 4.527  -0.82
C6 0.867 -2.689 3.315  1.13
C7 0.633 -3.554 2.199  -0.74
N1 0.289 -3.197 1.015  0.89
C8 0.198 -4.261 -0.007  -0.90
C9 0.134 -3.587 -1.377  -0.84
N2 -0.788 -2.475 -1.175  0.81
C10 -1.880 -2.411 -1.851  -0.67
C11 -3.025 -1.660 -1.440  0.68
C12 -4.065 -1.388 -2.347  -0.53
C13 -5.239 -0.811 -1.936  -0.73
C14 -5.402 -0.522 -0.568  -0.48
C15 -4.423 -0.812 0.350  -0.64
C16 -3.186 -1.393 -0.043  0.54
O2 -2.293 -1.699 0.833  -0.57
H1 1.010 0.563 4.278  0.31
H2 1.731 -0.495 6.383  0.44
H3 1.904 -2.973 6.551  0.38
H4 1.374 -4.350 4.581  0.40
H5 0.811 -4.616 2.378  0.31
H6 -0.718 -4.831 0.154  0.36
H7 1.049 -4.936 0.062  0.56
H8 -0.222 -4.281 -2.138  0.60
H9 1.118 -3.214 -1.655  0.06
H10 -1.971 -3.030 -2.745  0.39
H11 -3.917 -1.636 -3.396  0.39
H12 -6.032 -0.601 -2.643  0.41
H13 -6.324 -0.059 -0.233  0.39
H14 -4.542 -0.587 1.404  0.46
N3 -1.781 1.646 2.420  -0.54
C17 -1.864 2.398 1.184  0.52
C18 -1.098 3.729 1.236  -1.15
C19 0.413 3.634 1.510  -0.43
C20 1.317 3.037 0.407  -0.08
N4 0.854 3.284 -0.958  0.42
C21 0.759 4.443 -1.555  0.91
N5 1.536 5.487 -1.215  -0.37
N6 -0.157 4.581 -2.526  -0.32
C22 -1.470 1.621 -0.079  -0.96
O3 -1.604 2.293 -1.148  -0.81
O4 -0.938 0.491 -0.071  0.91
H15 -1.633 2.247 3.219  0.36
H16 -1.065 0.931 2.396  -0.18
H17 -2.909 2.654 0.986  0.36
H18 -1.523 4.298 2.067  0.60
H19 -1.312 4.305 0.333  0.14
H20 0.566 3.018 2.401  0.34
H21 0.766 4.637 1.761  0.32
H22 1.349 1.953 0.500  -0.57
H23 2.340 3.396 0.536  0.60
H24 0.082 2.634 -1.219  -0.37
H25 2.306 5.332 -0.590  0.19
H26 1.546 6.319 -1.773  0.21
H27 -0.841 3.843 -2.633  0.18
H28 -0.204 5.390 -3.114  0.18
C23 2.007 0.142 -4.583  -0.75
C24 0.752 0.263 -3.946  -1.08
C25 0.594 -0.118 -2.643  -0.12
C26 1.676 -0.644 -1.879  1.79
C27 1.516 -1.061 -0.509  0.52
C28 2.659 -1.490 0.138  -0.39
C29 3.914 -1.600 -0.503  -1.09
C30 4.052 -1.264 -1.818  -1.08
C31 2.941 -0.751 -2.532  0.88
C32 3.073 -0.351 -3.887  -0.83
H29 2.121 0.440 -5.619  0.40
H30 -0.090 0.673 -4.494  0.50
H31 -0.366 0.003 -2.163  0.02
H32 2.613 -1.764 1.190  0.16
H33 4.763 -1.985 0.053  0.42
H34 5.003 -1.379 -2.329  0.36
H35 4.048 -0.439 -4.358  0.39



Record 4
Here is a 2-piece molecular cluster, C4H10N4O4S2 overall from the OMol25 dataset. Energies are from ωB97M-V with the def2-TZVPD basis set.

Computed properties:
Orbital gap (spin up / spin down): 6.6149 / 6.5995 eV
ΔE to the lowest compared entry with this formula, charge and spin: 149.56 kJ/mol
LUMO (spin up / spin down): -2.3 / -2.3 eV
HOMO level (spin up / spin down): -9.0 / -8.9 eV

Last column: natural (NBO) charge in e.
Positions of all 24 atoms, in Å:
C1 0.062 0.046 -0.473  0.23
C2 -0.483 -0.954 0.065  0.12
C3 -2.465 3.629 -0.156  -0.84
C4 1.362 -3.838 -1.263  -0.87
N1 0.477 0.974 -1.138  -0.33
N2 -0.348 -2.009 0.814  -0.36
N3 0.124 2.817 0.138  -1.10
N4 0.729 -2.750 1.217  -0.67
O1 -0.924 2.812 -2.047  -1.02
O2 -0.492 5.018 -1.054  -0.95
O3 -0.408 -4.826 0.398  -0.91
O4 1.996 -4.813 1.161  -0.91
S1 -0.760 3.633 -0.853  2.29
S2 0.890 -4.206 0.449  2.26
H1 -2.562 2.560 0.114  0.21
H2 -2.495 4.088 0.831  0.23
H3 -3.144 3.996 -0.762  0.22
H4 2.377 -3.723 -1.615  0.26
H5 0.910 -4.580 -1.813  0.26
H6 0.760 -2.912 -1.427  0.23
H7 -0.167 1.539 -1.613  0.43
H8 -1.240 -2.337 1.335  0.43
H9 0.946 3.420 0.171  0.38
H10 1.612 -2.215 1.140  0.41



Taking the records one at a time from the top gives largest force on an atom values of 2.4, 4.6, 1.9, 7.0 eV/Å.
Taking the records one at a time from the top gives electronic energy values of -4316.617474, -518.106162, -2914.431138, -1474.496172 a.u..